1.
DFT (ωB97M-V/def2-TZVPD) results for a cluster of 5 separate species, C34H67ClO14 in total.

Structure (XYZ):
```
116
Properties=species:S:1:pos:R:3:forces:R:3:lowdin_charge:R:1
C -0.588 -2.347 2.830 -0.05 -0.29 -0.03 -0.0583
C -0.872 -3.410 3.899 -0.06 0.05 -0.03 -0.4111
C -0.588 -4.803 3.350 -0.01 0.30 -0.18 -0.0794
C -0.076 -3.217 5.209 -0.05 -0.17 0.09 -0.1229
C 0.391 -1.828 5.473 -0.31 0.25 0.07 -0.1795
C -0.381 -0.758 5.698 0.24 -0.41 0.11 -0.5390
Cl -2.081 -0.835 5.821 -0.31 -0.08 0.03 0.8027
C 0.229 0.577 5.937 -0.27 0.27 0.43 -0.4105
O -0.281 1.419 6.643 0.07 -0.14 -0.42 0.0945
C 1.526 0.775 5.261 0.45 -0.07 -0.28 0.0239
C 2.324 -0.270 5.063 -0.19 0.47 -0.04 0.0301
C 1.864 -1.596 5.537 0.30 -0.33 0.10 -0.3350
O 2.620 -2.437 5.976 -0.16 0.21 -0.40 0.1293
H -1.298 -1.527 2.881 0.04 0.25 0.10 0.0726
H -0.680 -2.790 1.843 -0.05 -0.02 -0.17 0.0772
H 0.422 -1.950 2.900 0.15 0.08 0.03 0.0609
H -1.932 -3.361 4.135 -0.16 0.06 0.05 0.1153
H -1.196 -4.967 2.464 -0.15 -0.18 -0.08 0.0759
H 0.452 -4.866 3.033 0.18 -0.13 0.06 0.0842
H -0.798 -5.579 4.078 0.02 -0.15 0.10 0.0804
H 0.796 -3.863 5.173 0.21 0.00 0.06 0.1133
H -0.667 -3.565 6.055 -0.16 -0.06 0.09 0.1295
H 1.786 1.777 4.959 0.07 0.18 0.16 0.1247
H 3.286 -0.178 4.584 0.24 -0.09 0.13 0.1202
C -1.025 2.603 2.025 -0.05 -0.15 0.15 -0.1130
O -2.073 2.750 2.956 -0.03 0.32 -0.14 -0.1923
C -1.720 3.427 4.159 0.00 -0.24 -0.18 -0.1845
C -2.804 4.382 4.607 -0.09 0.02 0.09 -0.1728
O -2.966 5.546 3.808 0.06 0.02 0.10 -0.1181
C -3.555 5.432 2.526 0.17 0.06 -0.08 -0.1923
C -5.038 5.146 2.516 -0.15 -0.11 -0.11 -0.2010
O -5.328 3.817 2.909 0.18 0.03 0.20 -0.1933
C -6.463 3.686 3.735 -0.01 -0.03 -0.10 -0.1140
H -0.353 1.781 2.309 0.07 0.07 -0.01 0.0732
H -1.468 2.360 1.058 -0.03 -0.02 0.04 0.0883
H -0.441 3.524 1.916 0.01 0.00 0.03 0.0848
H -0.782 3.979 4.033 0.01 0.03 -0.08 0.1274
H -1.576 2.678 4.944 0.04 0.12 0.12 0.1052
H -2.498 4.766 5.583 -0.01 -0.02 0.01 0.1317
H -3.749 3.854 4.745 0.00 -0.06 -0.15 0.1198
H -3.012 4.721 1.901 -0.09 -0.17 0.02 0.1112
H -3.424 6.421 2.077 0.00 -0.01 0.00 0.1260
H -5.404 5.299 1.491 -0.04 0.11 0.02 0.1250
H -5.547 5.863 3.170 0.01 -0.01 0.04 0.1253
H -6.467 4.437 4.532 0.00 0.01 0.00 0.0872
H -6.422 2.698 4.191 -0.01 -0.02 -0.04 0.0878
H -7.392 3.771 3.161 -0.03 0.04 0.02 0.0871
C 5.834 -2.841 -2.649 -0.01 0.08 -0.08 -0.1151
O 4.664 -2.075 -2.483 -0.05 -0.10 0.31 -0.1919
C 3.470 -2.733 -2.874 0.09 0.09 -0.22 -0.1970
C 2.336 -2.487 -1.909 -0.16 0.09 -0.07 -0.1781
O 2.467 -3.124 -0.650 -0.10 -0.14 0.04 -0.1203
C 3.381 -2.606 0.297 0.12 -0.10 0.06 -0.1814
C 2.951 -1.315 0.951 0.11 0.13 0.11 -0.2031
O 3.039 -0.214 0.068 -0.22 -0.05 -0.20 -0.1854
C 1.955 0.686 0.161 0.09 0.01 0.13 -0.1077
H 6.149 -2.876 -3.698 -0.01 -0.06 -0.01 0.0874
H 6.622 -2.367 -2.065 0.00 0.03 -0.03 0.0866
H 5.698 -3.865 -2.285 0.00 -0.01 0.00 0.0870
H 3.632 -3.812 -2.969 0.04 -0.01 0.03 0.1200
H 3.164 -2.350 -3.855 -0.06 -0.12 -0.04 0.1299
H 1.450 -2.947 -2.356 0.00 0.02 -0.02 0.1186
H 2.136 -1.419 -1.803 0.16 0.01 0.04 0.1201
H 4.389 -2.519 -0.114 -0.05 0.13 -0.09 0.1210
H 3.411 -3.362 1.086 0.04 0.00 0.00 0.1285
H 3.612 -1.134 1.811 -0.06 -0.05 0.07 0.1244
H 1.927 -1.428 1.323 -0.03 0.00 -0.03 0.0999
H 0.997 0.157 0.220 0.01 -0.02 0.02 0.0865
H 1.949 1.301 -0.735 0.09 0.08 -0.05 0.0881
H 2.054 1.338 1.039 -0.06 -0.02 0.00 0.0824
C 2.975 4.904 -3.121 -0.04 -0.08 0.06 -0.1106
O 1.875 4.818 -2.239 -0.09 0.19 -0.13 -0.1969
C 2.017 5.566 -1.044 0.13 -0.21 0.03 -0.2041
C 0.752 6.300 -0.668 -0.04 -0.05 0.10 -0.1893
O 0.436 7.390 -1.508 -0.04 0.21 0.02 -0.1204
C -0.120 7.156 -2.789 0.08 0.00 -0.12 -0.1833
C -1.581 6.766 -2.795 -0.15 -0.03 -0.14 -0.2032
O -1.804 5.440 -2.349 0.26 0.07 0.25 -0.1875
C -2.922 5.307 -1.502 0.02 -0.06 0.01 -0.1134
H 3.815 4.284 -2.788 0.00 0.03 0.03 0.0878
H 2.641 4.545 -4.093 0.00 -0.04 0.02 0.0872
H 3.319 5.938 -3.230 0.00 0.01 0.00 0.0875
H 2.834 6.289 -1.139 -0.01 0.03 -0.03 0.1242
H 2.265 4.881 -0.222 0.08 0.04 0.04 0.1226
H 0.939 6.756 0.308 -0.04 -0.05 0.03 0.1293
H -0.089 5.611 -0.553 0.01 -0.06 -0.18 0.1181
H 0.479 6.454 -3.373 -0.07 -0.13 0.11 0.1202
H -0.062 8.130 -3.282 0.01 -0.02 -0.06 0.1285
H -1.949 6.855 -3.825 -0.02 0.10 0.00 0.1271
H -2.137 7.478 -2.175 0.01 -0.01 0.03 0.1239
H -2.929 6.091 -0.736 -0.05 -0.01 0.00 0.0800
H -2.847 4.341 -1.002 -0.02 -0.02 -0.06 0.0833
H -3.861 5.343 -2.063 -0.03 0.05 0.02 0.0898
C 0.180 -8.010 -7.203 -0.04 -0.09 0.06 -0.1144
O -0.033 -7.649 -5.858 -0.02 0.28 -0.05 -0.1927
C 1.150 -7.469 -5.103 -0.03 -0.20 -0.01 -0.2019
C 1.066 -6.274 -4.180 0.01 0.00 0.15 -0.1835
O 1.090 -5.013 -4.824 0.15 0.10 0.02 -0.1317
C -0.045 -4.578 -5.552 0.02 0.03 -0.11 -0.1824
C -1.243 -4.211 -4.708 -0.20 0.03 -0.02 -0.2025
O -1.878 -5.347 -4.153 0.26 -0.11 0.07 -0.1914
C -2.321 -5.178 -2.826 -0.07 0.00 -0.06 -0.1121
H 0.449 -9.068 -7.299 0.06 0.01 -0.02 0.0874
H -0.753 -7.838 -7.739 -0.02 -0.03 0.02 0.0878
H 0.964 -7.400 -7.663 0.01 0.00 0.00 0.0869
H 2.016 -7.353 -5.764 -0.01 0.04 -0.03 0.1241
H 1.313 -8.360 -4.482 0.11 0.00 -0.01 0.1279
H 1.975 -6.286 -3.574 -0.02 -0.01 0.03 0.1261
H 0.218 -6.365 -3.498 -0.10 -0.03 -0.13 0.1196
H -0.318 -5.286 -6.336 -0.08 -0.10 0.12 0.1191
H 0.285 -3.658 -6.040 0.00 -0.01 -0.03 0.1282
H -1.959 -3.683 -5.353 0.03 0.10 0.03 0.1281
H -0.926 -3.521 -3.918 0.02 -0.02 0.03 0.1183
H -1.553 -4.702 -2.205 0.00 0.01 0.00 0.0837
H -2.527 -6.168 -2.422 -0.04 0.00 -0.03 0.0885
H -3.237 -4.579 -2.779 0.01 0.04 0.03 0.0880
```
Positions in Å, forces in eV/Å.

- energy above the lowest of the compared OMol25 structures with the same formula, charge and spin (eV) = 0.000
- net charge = 0
- LUMO (eV) = -1.34
- HOMO-LUMO gap (eV) = 7.80
- SMILES string = CC(C)CC1=C(Cl)C(=O)C=CC1=O.COCCOCCOC.COCCOCCOC.COCCOCCOC.COCCOCCOC

=====

2.
DFT (ωB97M-V/def2-TZVPD) results for a cluster of 2 separate species, C2H9OS in total at a distorted geometry.

Structure (XYZ):
```
13
Properties=species:S:1:pos:R:3:forces:R:3:lowdin_charge:R:1
O -2.406 0.359 0.999 0.24 0.11 -0.06 -0.0595
H -3.348 0.550 1.070 -0.06 -0.13 -0.12 0.0807
H -1.975 1.054 1.507 -0.11 0.03 0.21 0.0573
H -1.183 -0.195 -0.233 0.21 -0.79 0.19 -0.0105
C 0.811 1.015 0.283 0.48 0.29 -0.86 -0.2835
S -0.014 -0.023 -0.938 0.70 0.81 -0.41 1.0534
C 1.127 -1.451 -1.022 -1.03 0.06 0.91 -0.2360
H 1.110 0.495 1.175 -0.50 -0.26 0.51 0.0689
H 1.744 1.359 -0.163 -0.12 0.08 -0.27 0.0675
H 0.167 1.879 0.397 -0.01 0.06 0.42 0.0584
H 1.184 -1.895 -0.027 0.04 -0.16 -0.23 0.0693
H 2.091 -1.019 -1.292 -0.21 -0.07 -0.28 0.0715
H 0.692 -2.126 -1.756 0.37 -0.05 -0.02 0.0626
```
Positions in Å, forces in eV/Å.

- energy above the lowest of the compared OMol25 structures with the same formula, charge and spin (eV) = 0.303
- net charge = +1
- LUMO (eV) = -3.41
- HOMO-LUMO gap (eV) = 12.82